Record 1
The following is a quantum chemistry calculation of a structure of composition C46H47N6O6P2RhS, from the Open Molecules 2025 dataset.

Summary:
energy relative to the best compared isomer or geometry (same formula, charge and spin) = 0.0 kJ/mol
energy = -3752.24552 hartree
spin multiplicity = 5
total charge = +2

Structure (XYZ):
```
109
C46H47N6O6P2RhS, DFT wB97M-V/def2-TZVPD
Rh -0.092 -0.017 1.046
N -0.035 -2.183 1.873
C -1.360 -2.831 1.880
C -1.280 -4.139 1.070
C -2.523 -5.005 0.858
C -3.158 -5.583 2.120
N -3.956 -4.557 2.779
C -4.777 -4.775 3.775
N -5.488 -3.746 4.274
N -4.908 -5.986 4.329
C -2.456 -1.877 1.362
O -3.642 -2.190 1.612
O -2.117 -0.843 0.724
H 0.491 -2.496 1.061
H 0.504 -2.441 2.690
H -1.621 -3.043 2.919
H -0.503 -4.752 1.537
H -0.900 -3.866 0.078
H -2.217 -5.844 0.233
H -3.287 -4.464 0.296
H -2.384 -5.963 2.796
H -3.803 -6.421 1.839
H -3.900 -3.590 2.355
H -5.492 -2.879 3.762
H -6.260 -3.914 4.896
H -4.388 -6.771 3.980
H -5.544 -6.146 5.089
O -0.174 1.783 -0.347
P 0.255 1.843 -1.791
C 1.677 0.760 -2.120
P 1.336 -1.011 -1.912
O 0.399 -1.290 -0.758
C 0.609 -1.586 -3.443
C -0.706 -2.041 -3.434
C -1.289 -2.469 -4.617
C -0.565 -2.437 -5.801
C 0.750 -1.987 -5.809
C 1.341 -1.565 -4.630
C 2.928 -1.805 -1.716
C 4.125 -1.212 -2.104
C 5.322 -1.897 -1.947
C 5.325 -3.172 -1.400
C 4.131 -3.770 -1.016
C 2.935 -3.091 -1.177
C -1.073 1.368 -2.888
C -0.957 1.515 -4.271
C -1.997 1.122 -5.094
C -3.158 0.593 -4.537
C -3.276 0.449 -3.163
C -2.231 0.831 -2.331
C 0.786 3.491 -2.260
C 2.100 3.813 -2.590
C 2.440 5.124 -2.894
C 1.471 6.117 -2.865
C 0.158 5.803 -2.531
C -0.184 4.495 -2.232
H 2.466 1.043 -1.419
H 2.023 0.929 -3.144
H -1.262 -2.051 -2.504
H -2.313 -2.822 -4.615
H -1.024 -2.771 -6.723
H 1.315 -1.977 -6.732
H 2.377 -1.241 -4.634
H 4.141 -0.215 -2.527
H 6.252 -1.433 -2.249
H 6.260 -3.703 -1.275
H 4.135 -4.767 -0.595
H 2.003 -3.563 -0.887
H -0.062 1.950 -4.706
H -1.912 1.236 -6.167
H -3.975 0.296 -5.183
H -4.180 0.038 -2.732
H -2.312 0.703 -1.259
H 2.876 3.057 -2.608
H 3.461 5.368 -3.158
H 1.735 7.138 -3.110
H -0.599 6.577 -2.513
H -1.211 4.251 -1.981
O 2.574 0.186 0.873
S 2.730 0.859 2.144
O 3.496 0.253 3.185
N 1.128 1.004 2.586
C 0.650 1.824 3.505
C 1.391 2.522 4.489
C 0.746 3.370 5.374
C -0.623 3.566 5.307
C -1.413 2.895 4.335
C -2.802 3.086 4.193
C -3.469 2.411 3.205
C -2.754 1.543 2.366
N -1.453 1.350 2.479
C -0.790 2.012 3.444
C 3.274 2.505 1.866
C 4.445 2.941 2.467
C 4.874 4.237 2.217
C 4.131 5.068 1.389
C 2.956 4.615 0.797
C 2.517 3.323 1.033
H 2.458 2.360 4.566
H 1.323 3.885 6.130
H -1.107 4.243 6.001
H -3.324 3.765 4.857
H -4.532 2.536 3.056
H -3.247 0.976 1.584
H 5.009 2.275 3.109
H 5.788 4.596 2.671
H 4.471 6.078 1.202
H 2.382 5.266 0.150
H 1.597 2.957 0.588
```

Record 2
The following is a quantum chemistry calculation of a structure of composition C46H48AsCl5FIrNOSSi, from the Open Molecules 2025 dataset.

Summary:
energy = -7340.11883 hartree
spin multiplicity = 6
total charge = 0

Structure (XYZ):
```
106
C46H48AsCl5FIrNOSSi, DFT wB97M-V/def2-TZVPD
Ir -0.670 0.595 0.315
Cl -0.978 -2.678 0.742
C -2.264 -2.013 -0.235
C -2.420 -0.632 -0.289
C -3.552 -0.173 -0.940
Cl -3.929 1.534 -0.883
C -4.458 -1.020 -1.578
Cl -5.858 -0.393 -2.363
C -4.229 -2.392 -1.562
Cl -5.316 -3.461 -2.360
C -3.132 -2.898 -0.866
Cl -2.886 -4.603 -0.783
C 1.871 4.157 -0.431
Si 0.023 4.059 -0.782
C -0.904 5.018 0.537
C -0.296 4.959 -2.404
C -0.457 2.284 -1.028
H 2.120 4.989 0.228
H 2.430 4.291 -1.358
H 2.215 3.235 0.040
H -0.599 6.065 0.482
H -0.698 4.666 1.550
H -1.982 4.981 0.379
H -0.039 6.016 -2.319
H -1.343 4.891 -2.699
H 0.301 4.532 -3.211
H 0.323 1.811 -1.638
H -1.394 2.207 -1.581
O 1.777 0.683 0.800
S 2.651 0.315 -0.383
C 4.265 0.878 0.135
C 4.857 1.871 -0.631
C 6.078 2.402 -0.237
C 6.689 1.938 0.915
C 6.085 0.947 1.681
C 4.870 0.411 1.294
C 2.907 -1.448 -0.287
C 3.480 -2.102 -1.366
C 3.647 -3.476 -1.306
C 3.228 -4.178 -0.184
C 2.644 -3.509 0.882
C 2.477 -2.134 0.832
H 4.363 2.226 -1.526
H 6.545 3.178 -0.828
H 7.642 2.349 1.222
H 6.563 0.591 2.584
H 4.386 -0.349 1.894
H 3.785 -1.547 -2.244
H 4.087 -4.002 -2.142
H 3.348 -5.252 -0.147
H 2.303 -4.060 1.749
H 2.012 -1.587 1.636
F 0.290 -0.651 -1.006
C -3.857 5.264 6.629
C -2.908 4.496 5.753
C -3.240 4.140 4.463
C -2.366 3.433 3.638
C -2.898 3.091 2.269
C -1.105 3.059 4.126
As 0.005 2.070 2.804
N -1.035 0.536 2.554
C -1.940 0.033 3.411
C -3.001 -0.770 2.924
C -3.953 -1.274 3.783
C -3.877 -1.017 5.148
C -2.826 -0.252 5.657
C -1.873 0.263 4.813
C 1.687 1.471 3.640
C 2.073 0.167 4.003
C 1.248 -1.083 3.839
C 3.350 -0.018 4.527
C 4.258 1.019 4.687
C 5.617 0.766 5.278
C 3.873 2.280 4.273
C 2.611 2.517 3.741
C 2.301 3.913 3.268
C -0.747 3.417 5.443
C 0.553 3.039 6.106
C -1.653 4.123 6.221
H -4.829 5.377 6.152
H -3.468 6.261 6.842
H -4.001 4.759 7.585
H -4.210 4.417 4.067
H -3.527 2.199 2.312
H -2.124 2.912 1.519
H -3.519 3.908 1.900
H -3.065 -0.946 1.863
H -4.762 -1.873 3.388
H -4.627 -1.417 5.816
H -2.756 -0.066 6.721
H -1.048 0.832 5.215
H 0.726 -1.115 2.886
H 0.502 -1.192 4.626
H 1.904 -1.952 3.896
H 3.646 -1.023 4.809
H 5.533 0.466 6.324
H 6.238 1.660 5.234
H 6.133 -0.038 4.750
H 4.570 3.106 4.352
H 2.974 4.632 3.734
H 1.279 4.235 3.488
H 2.435 3.978 2.187
H 1.404 3.554 5.662
H 0.758 1.970 6.040
H 0.516 3.311 7.159
H -1.371 4.384 7.235
```

Among the records above, which one has the lowest spin multiplicity? C46H47N6O6P2RhS